<P>
Molecular formula: C20H23N3O
Method: DFT, ωB97M-V/def2-TZVPD

The geometry in ORCA input format:
```
! wB97M-V def2-TZVPD RIJCOSX def2/J DEFGRID3
* xyz 0 1
N 2.304 0.163 1.628
O -0.103 -2.503 0.750
C 2.925 -0.934 2.025
C 2.184 -2.125 1.634
C 6.105 -1.529 3.862
C 4.887 -1.997 3.275
C 0.994 -1.723 1.085
C 6.234 -0.195 3.531
C 4.227 -0.963 2.691
C -1.078 0.520 -0.232
C -2.939 -0.569 -0.878
C -2.873 0.602 -1.604
C -1.647 1.300 -1.214
C 0.224 0.675 0.465
C 1.104 -0.273 1.014
N 5.044 0.153 2.853
N -1.912 -0.562 0.022
C 0.117 -3.908 0.638
C -3.934 -1.726 -0.986
C -1.325 3.756 -0.939
C -3.646 1.060 -2.769
C -3.386 2.518 -3.097
C -1.913 2.871 -3.197
C -1.184 2.584 -1.900
H 2.572 -3.110 1.849
H 6.814 -2.091 4.459
H 4.496 -3.009 3.235
H 7.095 0.438 3.773
H 0.655 1.680 0.429
H 4.819 1.070 2.464
H -1.631 -1.334 0.642
H 0.743 -4.095 -0.231
H 0.562 -4.348 1.548
H -0.821 -4.426 0.455
H -3.465 -2.560 -1.494
H -4.760 -1.461 -1.615
H -4.267 -1.993 0.014
H -0.650 3.604 -0.096
H -2.382 3.846 -0.575
H -0.996 4.684 -1.372
H -4.732 0.925 -2.554
H -3.353 0.477 -3.632
H -3.816 3.171 -2.346
H -3.920 2.743 -4.027
H -1.770 3.903 -3.477
H -1.489 2.259 -3.986
H -0.111 2.430 -2.116
*
```

The SMILES is COC1=CC(c2ccc[nH]2)=N/C1=C/c1[nH]c(C)c2c1[C@H](C)CCC2. The calculation puts the frontier orbital gap at 6.7 eV.

***

<Q>
Molecular formula: C20H23N3O
Method: DFT, ωB97M-V/def2-TZVPD

The geometry in ORCA input format:
```
! wB97M-V def2-TZVPD RIJCOSX def2/J DEFGRID3
* xyz 0 1
C -1.890 0.636 -2.765
H -2.225 1.349 -2.017
H -1.626 1.192 -3.661
H -2.706 -0.042 -3.003
C -0.679 -0.157 -2.285
N -1.049 -1.189 -1.324
C -1.573 -0.669 -0.085
C -0.622 0.114 0.761
N 0.637 0.359 0.567
C 0.986 1.107 1.655
N -0.008 1.301 2.471
O -1.068 0.658 1.900
C 2.340 1.688 1.812
H 3.018 1.144 1.153
H 2.670 1.588 2.846
C 2.298 3.177 1.416
C 1.615 3.330 0.085
C 2.286 3.032 -1.093
C 1.638 3.109 -2.312
C 0.306 3.485 -2.369
C -0.372 3.782 -1.199
C 0.279 3.705 0.019
H -0.256 3.932 0.931
H -1.411 4.075 -1.236
H -0.201 3.545 -3.320
H 2.171 2.873 -3.222
H 3.325 2.737 -1.054
H 1.748 3.727 2.181
H 3.319 3.560 1.371
H -1.935 -1.510 0.519
H -2.436 -0.033 -0.299
C 0.040 -2.142 -1.117
C -0.378 -3.253 -0.196
C -1.433 -4.087 -0.550
C -1.840 -5.103 0.296
C -1.194 -5.299 1.506
C -0.143 -4.474 1.866
C 0.260 -3.455 1.020
H 1.078 -2.808 1.305
H 0.363 -4.622 2.809
H -1.510 -6.094 2.166
H -2.661 -5.745 0.012
H -1.936 -3.923 -1.491
H 0.282 -2.563 -2.099
H 0.939 -1.644 -0.725
H 0.081 0.526 -1.879
H -0.242 -0.675 -3.142
*
```

The SMILES is CCN(Cc1ccccc1)Cc1nc(CCc2ccccc2)no1. The calculation puts the frontier orbital gap at 9.6 eV.

***

Most stable structure: <Q>

***

<P>
Molecular formula: CHNO3
Method: DFT, ωB97M-V/def2-TZVPD

The geometry in ORCA input format:
```
! wB97M-V def2-TZVPD RIJCOSX def2/J DEFGRID3
* xyz 0 1
C 1.104 0.479 -0.064
N -0.406 -1.194 -0.064
O 0.351 1.345 -0.079
O 2.071 -0.127 -0.044
O -1.580 -0.739 -0.074
H -1.540 0.236 0.324
*
```

The calculation puts the frontier orbital gap (alpha / beta) at 9.1 / 9.0 eV.

***

<Q>
Molecular formula: CHNO3
Method: DFT, ωB97M-V/def2-TZVPD

The geometry in ORCA input format:
```
! wB97M-V def2-TZVPD RIJCOSX def2/J DEFGRID3
* xyz 0 1
C -0.925 0.420 2.643
N -0.941 -1.749 0.625
O -1.919 0.731 2.221
O -0.527 -0.496 0.125
O 0.369 -1.547 0.364
H -1.260 -2.411 -0.135
*
```

The calculation puts the frontier orbital gap at 12.0 eV.

***

Most stable structure: <P>